Formula: C3H2N2O2
Source: the OMol25 dataset
Level of theory: ωB97M-V with the def2-TZVPD basis set

* gap between HOMO and LUMO: 11.29 eV
* spin multiplicity: 1
* LUMO: -0.192 eV
* energy relative to the best compared isomer or geometry (same formula, charge and spin): 0.976 eV
* HOMO energy: -11.5 eV
* SMILES: [H]/N=C(/C#N)OC=O

Last column: natural (NBO) charge in e.
Atoms and positions in Å:
N -1.0656 2.2922 0.3400  -0.22
O 1.5009 1.0786 -0.7322  -0.51
C -0.7869 -0.2881 0.0894  0.45
N -1.7737 -1.0519 -0.0582  -0.55
H 2.4976 -0.4522 0.1709  0.14
O 0.5107 -0.7409 0.2340  -0.51
C 1.5738 0.0450 -0.1448  0.65
H -1.4859 -2.0305 -0.1170  0.36
C -0.9710 1.1478 0.2178  0.19